No. 1
79
Properties=species:S:1:pos:R:3:forces:R:3:lowdin_charge:R:1 method="wB97M-V/def2-TZVPD" gap_ev=9.3616 e_lumo_ev=-2.871 total_charge=+1 de_lowest_ev=0.0000
C 2.88034 1.74275 1.60024 0.0 0.0 0.0 -0.106
C 2.15363 0.74531 0.70866 -0.1 0.0 0.0 -0.261
C 0.83047 0.26944 1.29930 -0.1 0.0 0.0 -0.234
C 0.00793 -0.55093 0.30339 -0.1 0.0 -0.1 -0.192
C -1.17164 -1.34629 0.88608 0.1 -0.1 0.0 -0.187
C -2.52640 -0.65012 0.79174 -0.1 0.0 -0.1 -0.137
C -2.58146 0.69481 1.50626 0.1 0.0 0.2 -0.251
C -2.78533 1.95571 0.69332 -0.2 -0.1 0.0 -0.071
C -3.04379 3.02902 1.75191 0.0 -0.1 0.1 -0.345
O -3.84937 4.09147 1.31395 -0.2 -0.2 0.1 0.009
C -3.81927 2.27373 2.85828 -0.1 -0.2 0.0 -0.019
N -3.78575 0.82328 2.43826 0.0 -0.1 -0.2 0.100
H 3.89124 1.91345 1.23312 0.0 0.1 0.0 0.047
H 2.36671 2.70679 1.62113 0.0 0.0 0.0 0.074
H 2.93882 1.37985 2.63046 0.0 0.0 0.0 0.074
H 2.79317 -0.12058 0.51490 0.0 0.0 0.0 0.113
H 1.95991 1.19396 -0.27123 0.1 0.0 0.0 0.112
H 1.01675 -0.33723 2.19274 0.1 0.0 0.0 0.119
H 0.27730 1.15342 1.64414 0.0 0.0 0.0 0.095
H -0.35454 0.10830 -0.49625 0.0 0.0 0.0 0.101
H 0.68775 -1.24808 -0.19187 0.0 0.0 0.1 0.119
H -0.96465 -1.61712 1.92728 0.0 0.0 0.0 0.123
H -1.28120 -2.29295 0.36007 0.0 0.0 0.0 0.088
H -2.78023 -0.50520 -0.26224 0.0 0.0 0.0 0.130
H -3.30009 -1.31594 1.19120 0.1 -0.1 0.0 0.115
H -1.72788 0.82098 2.17561 0.0 -0.1 0.0 0.147
H -3.70406 1.84348 0.10397 0.1 0.0 -0.1 0.143
H -1.96983 2.16001 0.00362 0.1 0.1 0.1 0.115
H -2.09817 3.37892 2.17415 0.0 0.1 -0.1 0.160
H -3.31124 4.81276 0.98782 0.2 0.2 -0.1 0.110
H -3.35384 2.34189 3.83735 0.0 0.1 0.0 0.139
H -4.85311 2.60461 2.91247 0.0 0.1 0.0 0.142
H -3.75483 0.16321 3.21456 0.1 0.1 0.0 0.189
H -4.61687 0.58830 1.89209 0.0 0.0 0.1 0.184
O -1.29648 -5.76808 1.08476 0.0 0.0 0.0 -0.269
S -2.48510 -5.37970 0.38626 0.1 0.0 0.0 0.561
O -2.89554 -4.00490 0.48807 -0.2 0.0 0.0 -0.301
O -3.67390 -6.32958 0.79799 -0.1 0.1 0.1 -0.259
C -3.77312 -6.73693 2.19581 0.0 -0.1 0.0 -0.230
C -4.28171 -5.62355 3.07943 0.0 0.0 0.0 -0.072
C -2.38824 -5.82639 -1.30894 0.0 0.0 0.0 -0.113
H -2.79525 -7.09963 2.50939 0.0 0.0 0.0 0.115
H -4.46596 -7.57356 2.15968 0.0 0.0 0.0 0.126
H -3.56591 -4.80433 3.13672 0.0 0.0 0.0 0.070
H -4.43704 -6.02109 4.08320 0.0 0.0 0.0 0.086
H -5.23109 -5.23896 2.70771 0.0 0.0 0.0 0.085
H -2.09745 -6.87094 -1.37542 0.0 0.0 0.0 0.081
H -1.63025 -5.18626 -1.75549 0.0 0.0 0.0 0.079
H -3.35693 -5.65324 -1.77003 0.0 0.0 0.0 0.079
O 5.99003 1.34308 0.03848 0.0 0.0 0.0 -0.291
S 6.99693 0.97992 0.99633 -0.1 0.0 0.0 0.555
O 7.83624 2.00796 1.52754 0.0 0.0 0.0 -0.267
O 7.86588 -0.19767 0.40317 0.1 0.0 0.0 -0.266
C 8.43980 -0.01068 -0.92779 -0.1 0.0 0.0 -0.233
C 9.64639 0.89667 -0.91201 0.0 0.0 0.0 -0.069
C 6.26898 0.08274 2.32342 0.0 0.0 0.0 -0.121
H 7.65046 0.35749 -1.58296 0.0 0.0 0.0 0.112
H 8.69966 -1.02371 -1.22487 0.0 0.0 0.0 0.122
H 9.38040 1.91704 -0.64395 0.0 0.0 0.0 0.074
H 10.08740 0.90149 -1.90991 0.0 0.0 0.0 0.085
H 10.39273 0.53422 -0.20604 0.0 0.0 0.0 0.087
H 5.64376 -0.70670 1.91573 0.0 0.0 0.0 0.074
H 5.67651 0.79983 2.88771 0.0 0.0 0.0 0.068
H 7.06564 -0.32137 2.94234 0.0 0.0 0.0 0.077
O -2.13601 1.74723 -5.85834 0.0 0.0 0.0 -0.275
S -1.93002 3.14800 -5.63924 0.0 0.0 0.0 0.573
O -0.60848 3.68112 -5.74435 0.0 0.0 0.0 -0.267
O -2.54063 3.52055 -4.20847 0.1 0.0 0.0 -0.263
C -2.19187 2.63605 -3.11966 -0.1 0.0 0.0 -0.259
C -0.77809 2.86136 -2.62835 0.0 0.0 0.0 -0.064
C -3.02962 4.09753 -6.62375 0.0 0.0 0.0 -0.117
H -2.35045 1.60754 -3.44725 0.0 0.0 0.0 0.113
H -2.92927 2.87685 -2.35395 0.0 0.0 0.0 0.108
H -0.04533 2.60058 -3.38962 0.0 0.0 0.0 0.081
H -0.58639 2.23536 -1.75344 0.0 0.0 0.0 0.048
H -0.62656 3.90604 -2.35587 0.0 0.0 0.0 0.091
H -4.03550 3.70459 -6.50877 0.0 0.0 0.0 0.077
H -2.68525 3.98678 -7.65004 0.0 0.0 0.0 0.082
H -2.96387 5.13631 -6.31172 0.0 0.0 0.0 0.078

=====

No. 2
78
Properties=species:S:1:pos:R:3:forces:R:3:lowdin_charge:R:1 method="wB97M-V/def2-TZVPD" gap_ev=6.4385 e_lumo_ev=2.177 total_charge=-1
C -6.75502 -0.88967 2.12627 0.3 0.0 -0.6 -0.175
C -5.23253 -1.48207 1.90980 0.0 1.1 -0.3 -0.282
C -4.35017 -1.31490 3.28332 -0.4 -1.0 0.5 -0.236
C -2.88208 -2.05338 3.24875 0.4 0.7 -0.1 -0.222
C -1.98220 -1.69023 1.90021 0.6 -1.5 0.6 -0.252
C -0.56329 -1.00324 2.34225 0.1 -0.1 1.3 -0.322
P 0.13718 0.24398 1.01930 -1.1 -1.5 -1.7 0.464
C 0.04205 -1.24091 -0.23865 0.6 -1.7 -1.2 -0.280
F 0.13321 1.58447 2.13986 0.3 -0.5 -0.2 -0.377
C 0.77189 1.44468 -0.36879 -0.2 2.2 -0.2 -0.344
C -0.42595 2.23115 -1.16007 1.7 -0.9 -2.2 -0.724
C -1.48843 1.27219 -1.95985 -1.5 0.8 0.9 -0.184
Br -1.42390 3.57345 -0.00984 0.6 -0.9 -0.8 0.514
N 1.81497 -0.21377 1.31328 1.4 0.8 2.1 -0.232
C 2.38147 0.17710 2.64354 2.5 -0.5 0.2 -0.277
C 3.24854 1.61031 2.61827 -0.5 0.0 1.8 -0.225
C 2.78220 2.47691 3.95592 -0.6 0.7 -0.7 -0.170
H -7.27307 -1.39697 3.06005 1.0 1.2 -1.9 0.070
H -6.69178 0.29695 2.24138 -0.2 -2.7 0.0 0.083
H -7.40014 -1.09849 1.14634 1.3 0.4 2.2 0.072
H -4.74819 -0.81724 1.04902 -0.9 -1.5 1.8 0.105
H -5.26057 -2.58740 1.50514 0.1 2.1 1.1 0.113
H -4.24354 -0.17978 3.60065 -0.2 -2.3 -0.9 0.121
H -4.97162 -1.83971 4.15674 1.2 1.2 -1.7 0.104
H -2.93909 -3.23087 3.35180 -0.3 2.4 -0.2 0.104
H -2.26588 -1.64679 4.17276 -1.3 -1.0 -1.8 0.096
H -2.58920 -1.11457 1.08308 1.3 -0.8 1.7 0.079
H -1.70976 -2.74935 1.42132 -0.6 2.3 0.8 0.102
H 0.26014 -1.82607 2.57300 -1.8 1.5 -0.5 0.090
H -0.70165 -0.38609 3.32619 0.0 -1.2 -1.6 0.068
H -1.24055 0.55792 0.72127 0.1 0.4 0.1 -0.003
H 0.90590 -1.18084 -1.05907 -1.9 -0.1 1.5 0.038
H -0.99864 -1.31116 -0.77770 1.9 0.0 0.9 0.031
H 0.26020 -2.25961 0.34429 -0.6 2.1 -1.3 0.041
H 1.46569 0.92246 -1.15247 -1.4 1.0 1.2 0.079
H 1.40548 2.26526 0.20329 -1.2 -1.5 -1.4 0.066
H 0.10962 2.89530 -1.99537 -1.3 -1.1 1.9 0.071
H -1.03173 0.29991 -2.42352 -0.6 2.1 0.9 0.078
H -2.07031 1.94491 -2.75598 1.4 -1.6 1.5 0.065
H -2.32941 0.95179 -1.17545 1.9 0.5 -1.7 0.068
H 2.49252 0.11539 0.59169 -1.0 -0.3 0.8 0.068
H 1.65710 0.13023 3.56054 1.0 0.3 -2.2 0.106
H 3.22407 -0.63724 2.88606 -1.6 1.5 -0.2 0.087
H 3.04156 2.21898 1.64142 0.4 -1.2 1.9 0.088
H 4.40092 1.39819 2.76442 -2.2 0.3 -0.6 0.089
H 1.68484 2.88126 3.71840 2.3 -1.0 0.7 0.079
H 3.46270 3.42249 4.15701 -1.2 -1.9 -0.4 0.059
H 2.75715 1.82209 4.93609 0.1 1.2 -2.1 0.071
O -0.68690 3.04774 -7.07663 -1.0 0.1 0.5 -0.291
S -1.63272 3.54235 -6.09821 0.0 0.2 0.3 0.623
O -2.48066 2.65518 -5.33262 0.7 0.5 -1.0 -0.289
O -2.56219 4.68776 -6.79100 0.9 -0.2 0.7 -0.270
C -3.25046 4.37272 -7.99207 -0.6 -0.3 -0.8 -0.284
C -4.49359 3.54760 -7.71721 -0.1 -0.3 0.2 -0.079
C -0.77253 4.60877 -4.96897 -0.1 0.2 -0.1 -0.116
H -2.58689 3.86480 -8.70044 0.1 0.0 0.2 0.115
H -3.54534 5.32214 -8.45068 0.3 0.0 0.3 0.120
H -4.22999 2.55094 -7.35025 0.0 0.1 -0.1 0.073
H -5.08693 3.42638 -8.62794 0.1 0.1 0.0 0.077
H -5.11251 4.02140 -6.94871 0.1 0.0 -0.2 0.086
H -0.17443 5.32080 -5.54045 -0.1 -0.1 0.0 0.073
H -0.12400 3.98897 -4.34638 -0.2 -0.1 -0.1 0.068
H -1.50333 5.12637 -4.34503 0.1 -0.1 -0.1 0.080
O 6.54323 -5.61871 0.68790 -0.7 0.1 0.8 -0.295
S 5.98037 -5.28138 1.97861 -0.2 0.8 0.1 0.621
O 4.71259 -5.81435 2.42680 1.1 0.2 -0.6 -0.287
O 5.95315 -3.65972 2.13777 0.8 -1.6 0.5 -0.269
C 5.31682 -2.88655 1.13138 -1.0 0.7 -0.9 -0.274
C 3.80760 -2.91455 1.28368 -0.1 -0.3 -0.1 -0.081
C 7.19847 -5.60586 3.22893 0.1 0.2 0.1 -0.132
H 5.62015 -3.21992 0.13291 0.1 -0.1 0.2 0.114
H 5.66919 -1.85655 1.24810 0.2 -0.3 0.2 0.122
H 3.41040 -3.91249 1.07436 0.1 0.1 0.0 0.074
H 3.33561 -2.21105 0.59195 0.0 0.0 0.2 0.068
H 3.51541 -2.65882 2.30709 0.1 0.1 -0.2 0.071
H 8.14553 -5.15594 2.92570 -0.2 0.0 0.0 0.071
H 7.30963 -6.68836 3.31954 -0.1 0.1 -0.1 0.073
H 6.85365 -5.18669 4.17586 0.0 0.0 -0.2 0.073

=====

No. 3
80
Properties=species:S:1:pos:R:3:forces:R:3:lowdin_charge:R:1 method="wB97M-V/def2-TZVPD" gap_ev=6.6242 e_lumo_ev=2.344 total_charge=-1
O 6.03176 0.42016 0.41417 -3.0 -2.6 -4.2 -0.386
S 5.43424 -0.05454 -0.94430 6.4 4.4 0.3 0.807
O 6.16433 0.77147 -2.07364 -3.5 -3.4 3.1 -0.421
O 5.98858 -1.69185 -1.13639 -1.7 1.7 -0.6 -0.248
C 3.57020 0.08330 -1.06875 -2.1 -0.5 -0.6 -0.253
C 2.88869 1.21648 -0.09965 0.6 0.7 1.7 -0.252
C 1.62357 0.61339 0.81129 2.1 1.2 0.5 -0.328
P 0.03540 0.29630 -0.20336 -1.6 -0.2 0.3 0.484
F -0.93126 1.07107 1.07615 0.2 0.0 -0.1 -0.410
C -0.28093 -1.36653 0.69905 -0.3 -2.2 0.1 -0.306
C 0.23980 -2.61232 -0.28525 -0.8 0.8 1.2 -0.270
O -0.00409 -3.85139 0.51249 -1.8 0.1 -1.9 -0.191
C -1.61618 0.01050 -1.19526 -1.6 0.8 -0.9 -0.326
C -2.11919 1.39028 -1.98060 -0.7 -2.6 0.4 -0.300
O -1.29601 1.48334 -3.19855 -2.0 -0.5 -0.8 -0.186
H 5.84009 -2.00009 -2.07807 0.1 0.9 1.3 0.091
H 3.31286 0.28474 -2.21281 0.9 -0.5 2.5 0.131
H 3.11665 -0.96383 -0.77942 1.1 2.0 -0.5 0.095
H 2.58394 2.21678 -0.65809 0.6 -2.4 0.8 0.118
H 3.69873 1.55161 0.70853 -1.5 -0.8 -1.9 0.103
H 1.35540 1.45694 1.61046 0.8 -1.9 -1.6 0.076
H 2.06208 -0.32894 1.35819 -0.9 1.8 -0.9 0.087
H 0.09664 1.60768 -0.84696 0.5 -0.1 0.3 0.009
H 0.76422 -0.31697 -1.28574 0.3 -0.1 0.0 -0.005
H -1.43815 -1.59924 0.87826 2.4 0.6 -0.4 0.083
H 0.21882 -1.42591 1.77580 -0.9 -0.1 -2.4 0.090
H -0.40344 -2.68000 -1.26766 1.4 0.4 1.8 0.104
H 1.37276 -2.52620 -0.56721 -2.1 -0.4 0.7 0.098
H -0.97618 -4.07332 0.28810 2.5 0.5 0.8 0.095
H -2.51534 -0.29156 -0.49350 1.8 0.3 -1.3 0.075
H -1.37096 -0.81661 -2.01227 -1.0 1.7 1.5 0.070
H -3.23383 1.16308 -2.32619 2.0 0.9 0.8 0.101
H -2.08131 2.33298 -1.28504 0.3 -1.8 -1.6 0.115
H -1.80061 0.92156 -3.88659 1.4 1.3 1.8 0.097
C -3.47032 -6.32490 -4.28849 -0.4 0.1 -0.1 -0.117
O -4.19279 -5.10720 -4.25315 0.5 -0.1 0.2 -0.206
C -3.97814 -4.34401 -3.06669 -0.1 0.4 -0.4 -0.178
C -3.65748 -2.87831 -3.38538 0.1 0.0 0.3 -0.166
O -2.41236 -2.63996 -4.05278 -0.4 -0.3 -0.2 -0.132
C -2.27834 -3.13718 -5.38593 0.0 0.1 -0.1 -0.169
C -3.20240 -2.50176 -6.43849 0.0 -0.5 0.5 -0.183
O -4.56697 -2.84466 -6.21128 0.1 0.6 0.2 -0.207
C -5.44978 -1.73560 -6.27004 0.0 -0.4 0.0 -0.114
H -4.04723 -7.10881 -3.78721 0.2 -0.1 0.1 0.085
H -3.33187 -6.60565 -5.33286 -0.1 0.0 0.0 0.085
H -2.48359 -6.23302 -3.82887 0.0 0.0 0.1 0.087
H -3.17070 -4.76565 -2.45979 0.1 0.0 -0.1 0.118
H -4.90168 -4.38894 -2.47802 0.1 0.2 0.1 0.124
H -3.58161 -2.34666 -2.42957 0.2 -0.1 -0.1 0.121
H -4.47504 -2.39744 -3.91888 -0.1 -0.2 -0.1 0.104
H -2.35005 -4.22545 -5.40045 -0.3 0.0 -0.1 0.103
H -1.24730 -2.90953 -5.67990 -0.1 0.2 0.1 0.128
H -2.93451 -2.88995 -7.42503 0.3 0.0 -0.1 0.121
H -3.05174 -1.41576 -6.44452 -0.1 -0.1 0.1 0.120
H -5.00985 -0.83578 -5.82872 0.0 0.0 -0.1 0.086
H -6.34579 -1.98597 -5.69614 0.1 -0.1 -0.1 0.088
H -5.73851 -1.54690 -7.30804 0.0 0.2 0.0 0.084
C -0.14935 3.35116 4.16840 -0.1 -0.5 0.1 -0.108
O 1.01307 2.92642 4.85715 0.3 0.5 -0.3 -0.206
C 2.19281 2.93177 4.05439 0.1 0.1 0.6 -0.188
C 3.35721 3.63601 4.76212 0.0 -0.1 -0.3 -0.165
O 3.20315 5.04483 4.97199 -0.2 -0.2 0.3 -0.126
C 2.17712 5.46412 5.87417 0.0 0.0 0.1 -0.174
C 2.36413 5.05492 7.34492 -0.2 -0.3 -0.6 -0.187
O 2.24428 3.64491 7.51445 0.7 0.2 0.1 -0.203
C 3.27946 3.07624 8.30048 -0.4 -0.1 -0.2 -0.116
H -0.60355 2.49817 3.65387 -0.1 0.2 -0.2 0.085
H -0.85730 3.73378 4.90401 0.0 0.0 0.1 0.081
H 0.06258 4.15054 3.45467 0.0 0.0 -0.1 0.088
H 2.01651 3.41147 3.08646 -0.1 0.0 0.0 0.118
H 2.46594 1.88665 3.86843 0.2 0.1 -0.1 0.124
H 4.23916 3.53244 4.11915 -0.2 0.2 -0.1 0.128
H 3.61892 3.13743 5.69335 -0.2 -0.1 0.1 0.101
H 1.19419 5.17133 5.50295 0.0 -0.2 0.2 0.105
H 2.18717 6.55953 5.83860 0.2 -0.1 0.0 0.123
H 1.57515 5.51784 7.94403 0.0 0.3 0.0 0.120
H 3.33089 5.42684 7.70432 0.0 -0.1 0.0 0.118
H 4.24942 3.54361 8.10370 0.0 0.1 0.0 0.084
H 3.35912 2.01765 8.03990 -0.1 0.1 0.0 0.090
H 3.02664 3.15903 9.36145 0.2 0.0 0.1 0.083